{
  "formula": "C62H39BF8I4N4OPSbSeTl",
  "method": "wB97M-V/def2-TZVPD",
  "s2": 0.89,
  "multiplicity": 2,
  "lumo_energy_ev": [2.254, 1.203],
  "gap_ev": [4.37, 3.32],
  "energy_ha": -7850.775425,
  "total_charge": -2,
  "e_above_lowest_kcal_mol": 52.41,
  "symbols": ["Tl", "I", "C", "C", "C", "C", "C", "C", "C", "C", "C", "C", "C", "C", "C", "C", "C", "C", "I", "C", "C", "C", "N", "C", "C", "C", "C", "C", "C", "I", "C", "C", "C", "C", "C", "C", "N", "C", "C", "C", "C", "C", "N", "C", "C", "C", "C", "I", "C", "C", "C", "C", "N", "H", "H", "H", "H", "H", "H", "H", "H", "H", "H", "H", "H", "H", "H", "H", "H", "H", "H", "H", "H", "H", "H", "H", "H", "F", "Sb", "F", "F", "F", "F", "F", "Se", "F", "B", "F", "O", "P", "C", "C", "C", "C", "C", "C", "C", "C", "C", "C", "C", "C", "C", "C", "C", "C", "C", "C", "H", "H", "H", "H", "H", "H", "H", "H", "H", "H", "H", "H", "H", "H", "H"],
  "xyz": [[0.01, -0.20, 0.05], [-2.56, -9.18, 2.42], [-2.20, -7.23, 1.70], [-2.18, -7.00, 0.34], [-1.90, -5.73, -0.12], [-1.63, -4.68, 0.75], [-1.67, -4.94, 2.12], [-1.96, -6.21, 2.60], [-1.20, -3.34, 0.21], [-1.83, -2.85, -1.08], [-1.62, -3.20, -2.39], [-2.17, -2.16, -3.19], [-2.65, -1.20, -2.33], [-3.13, 0.17, -2.51], [-4.40, 0.40, -3.20], [-5.40, 1.18, -2.60], [-6.59, 1.45, -3.27], [-6.78, 0.93, -4.53], [-8.56, 1.40, -5.58], [-5.84, 0.11, -5.13], [-4.66, -0.16, -4.45], [-2.38, 1.22, -2.02], [-1.09, 1.13, -1.51], [-0.56, 2.38, -1.55], [0.81, 2.72, -1.49], [1.17, 4.15, -1.64], [0.83, 5.07, -0.66], [1.18, 6.41, -0.78], [1.87, 6.81, -1.91], [2.40, 8.85, -2.12], [2.22, 5.92, -2.91], [1.86, 4.59, -2.77], [1.88, 1.80, -1.39], [3.28, 2.07, -1.55], [3.93, 0.88, -1.42], [2.93, -0.12, -1.14], [1.70, 0.48, -1.15], [3.18, -1.51, -0.95], [2.21, -2.48, -0.68], [2.40, -3.88, -0.53], [1.20, -4.42, -0.16], [0.29, -3.33, -0.08], [0.88, -2.20, -0.42], [4.59, -1.96, -0.96], [5.46, -1.47, 0.01], [6.78, -1.89, 0.04], [7.22, -2.79, -0.90], [9.23, -3.45, -0.87], [6.38, -3.28, -1.89], [5.06, -2.87, -1.91], [-1.58, 3.33, -1.98], [-2.68, 2.62, -2.28], [-2.46, -1.65, -1.05], [-2.37, -7.81, -0.36], [-1.89, -5.55, -1.19], [-1.46, -4.14, 2.82], [-1.98, -6.39, 3.67], [-1.09, -4.06, -2.75], [-2.13, -2.11, -4.26], [-5.24, 1.55, -1.60], [-7.35, 2.06, -2.79], [-6.01, -0.31, -6.11], [-3.91, -0.79, -4.92], [0.30, 4.73, 0.23], [0.92, 7.12, -0.01], [2.76, 6.26, -3.78], [2.11, 3.88, -3.54], [3.72, 3.03, -1.73], [4.99, 0.70, -1.50], [3.33, -4.41, -0.66], [0.97, -5.45, 0.05], [5.11, -0.79, 0.77], [7.43, -1.51, 0.82], [6.75, -3.98, -2.63], [4.39, -3.24, -2.68], [-1.42, 4.39, -2.08], [-3.60, 2.99, -2.69], [1.31, 0.09, 1.69], [4.43, -0.19, 3.33], [4.98, -1.85, 2.21], [6.29, -0.20, 3.85], [5.26, 1.01, 1.59], [4.26, 0.98, 5.18], [4.04, -1.68, 4.69], [-1.55, -1.83, 1.56], [-3.56, 0.03, 0.41], [-3.18, -1.28, 0.24], [-4.24, -2.14, 0.51], [-0.71, 1.68, 1.35], [-0.13, 1.82, 2.76], [1.50, 2.57, 2.90], [2.03, 2.84, 4.15], [3.31, 3.37, 4.26], [4.05, 3.63, 3.12], [3.51, 3.38, 1.86], [2.24, 2.85, 1.75], [-1.20, 3.09, 3.56], [-1.42, 3.17, 4.93], [-2.21, 4.18, 5.46], [-2.78, 5.12, 4.63], [-2.59, 5.05, 3.25], [-1.80, 4.04, 2.73], [-0.28, 0.44, 3.92], [-1.53, 0.02, 4.36], [-1.63, -1.06, 5.22], [-0.48, -1.73, 5.63], [0.77, -1.30, 5.20], [0.86, -0.21, 4.35], [1.46, 2.63, 5.04], [3.73, 3.55, 5.24], [5.06, 4.01, 3.21], [4.09, 3.56, 0.97], [1.81, 2.63, 0.79], [-0.99, 2.42, 5.58], [-2.38, 4.22, 6.53], [-3.39, 5.92, 5.04], [-3.05, 5.77, 2.60], [-1.66, 3.95, 1.66], [-2.42, 0.55, 4.03], [-2.60, -1.38, 5.57], [-0.56, -2.59, 6.29], [1.68, -1.81, 5.49], [1.82, 0.11, 3.97]],
  "mulliken_spin": [-0.002, 0.000, -0.001, 0.003, 0.001, 0.034, -0.005, 0.002, 0.000, 0.030, -0.004, 0.054, 0.013, 0.058, 0.046, 0.029, -0.015, 0.023, 0.001, -0.011, 0.046, -0.079, 0.140, 0.007, 0.118, 0.038, 0.035, -0.003, 0.006, 0.000, -0.004, 0.023, -0.084, 0.121, -0.090, 0.207, 0.027, 0.042, 0.054, 0.054, 0.005, 0.133, -0.016, -0.005, 0.006, 0.002, -0.001, 0.000, -0.001, -0.018, -0.072, 0.045, 0.000, 0.000, -0.002, -0.001, 0.000, 0.003, 0.005, 0.005, 0.000, 0.000, 0.003, 0.000, 0.000, 0.000, -0.005, -0.006, 0.000, -0.005, -0.004, -0.002, 0.000, 0.000, -0.003, -0.001, 0.004, 0.004, 0.002, 0.001, 0.000, 0.000, 0.000, 0.000, 0.018, 0.003, 0.006, 0.000, -0.020, 0.006, -0.009, -0.001, 0.001, 0.001, -0.005, -0.024, 0.001, 0.000, 0.000, 0.000, 0.000, 0.000, 0.001, 0.001, 0.000, 0.000, 0.000, 0.000, 0.000, 0.000, 0.000, -0.006, 0.039, 0.000, 0.000, 0.000, 0.000, -0.002, 0.000, 0.000, 0.000, 0.000, 0.000]
}